Entry 1:
Formula: C5H12O2
Source: the OMol25 dataset
Level of theory: ωB97M-V/def2-TZVPD

net charge: 0
ΔE to the lowest compared entry with this formula, charge and spin: 77.49 kcal per mole
structure (SMILES): CCOCCOC

Structure (XYZ):
```
19
Properties=species:S:1:pos:R:3:forces:R:3
C -0.346904 -0.893983 -2.654585 -0.159 0.153 0.394
C 0.163512 0.185571 -1.668774 0.184 0.340 0.178
O -0.643902 0.405168 -0.480813 0.318 1.096 0.741
C 0.054926 1.258019 0.667275 -0.320 0.124 -1.071
C -0.089017 0.962393 2.217906 -0.372 0.100 -0.867
O 0.643219 -0.188845 2.495362 -0.170 -0.092 -0.486
C 0.168751 -1.149102 1.546508 -0.228 -0.759 -0.366
H -1.350308 -0.679044 -3.033815 0.097 0.058 0.167
H -0.353872 -1.901482 -2.225174 -0.022 0.229 0.121
H 0.325334 -0.934639 -3.532153 -0.173 0.219 0.486
H 0.209458 1.135722 -2.210487 0.195 -0.010 0.018
H 1.182974 -0.102055 -1.372330 -0.106 0.146 0.068
H 1.140795 1.192321 0.509800 -0.336 0.157 -0.337
H -0.351466 2.233067 0.456524 0.208 0.503 -0.071
H 0.343010 1.793133 2.824513 -0.140 -0.275 -0.868
H -1.134489 0.867725 2.560211 0.042 -0.084 -0.346
H -0.154521 -0.709403 0.535435 1.029 -1.257 1.989
H -0.761106 -1.582293 1.929078 0.087 -0.395 0.185
H 0.953607 -1.892274 1.435518 -0.135 -0.254 0.064
```
Positions in Å, forces in eV/Å.

=====

Entry 2:
Formula: C12H37O13Zn
Source: the OMol25 dataset
Level of theory: ωB97M-V/def2-TZVPD

net charge: 0
⟨S²⟩: 0.7513
2S+1: 2
total energy: -3236.654117 a.u.

Structure (XYZ):
```
63
Properties=species:S:1:pos:R:3:forces:R:3
Zn -1.086313 -1.435863 -0.047723 -0.359 2.032 0.829
O -0.133973 0.257457 -0.228093 -0.045 1.192 0.480
H -0.551973 0.952187 0.317017 -0.442 -0.965 -0.448
C -3.088983 1.668057 -3.255003 0.292 -0.552 0.695
C -1.964173 2.251447 -2.318153 0.498 0.009 -1.494
O -0.624573 1.853327 -2.644953 -1.140 0.347 -0.312
O -3.258483 0.182247 -3.246973 0.535 2.218 0.397
H -3.053363 1.980027 -4.298793 0.545 0.000 0.174
H -4.020993 2.052007 -2.840223 -0.161 0.275 -0.112
H -2.139283 2.175137 -1.245023 -0.359 -0.665 -0.017
H -1.997503 3.326417 -2.495463 -0.108 0.211 -0.189
H -0.371533 1.156867 -2.034613 0.128 -0.430 0.547
H -3.676093 0.197677 -2.382713 -0.276 -1.358 0.459
C -1.060213 1.393677 3.749207 -1.885 1.236 0.847
C -2.311843 2.278737 3.378097 1.611 1.525 -0.377
O -3.208433 2.457627 4.467687 -0.451 -1.199 0.171
O -1.651203 0.176367 4.127877 0.113 -1.720 -0.171
H -0.616643 1.754387 4.677237 0.425 0.657 -0.196
H -0.293643 1.273797 2.983637 -0.376 -0.055 -0.127
H -2.803923 1.838877 2.510637 -0.335 -0.297 0.324
H -2.090643 3.308617 3.097937 0.823 -0.166 -0.529
H -2.972613 3.242707 4.967317 0.181 -0.084 -0.099
H -2.552313 0.370417 4.396097 -0.164 -0.044 0.272
C 3.713927 -1.009793 -1.998603 3.966 -0.515 -0.870
C 4.444117 -1.143603 -0.712733 2.108 1.364 0.136
O 4.199007 0.023107 0.110067 0.285 -1.560 -0.006
O 2.428857 -1.174463 -1.760263 -4.338 -0.190 0.030
H 4.078877 -1.745163 -2.715633 0.160 -0.419 -0.109
H 3.954557 -0.051733 -2.459383 -0.052 0.288 0.150
H 5.509647 -1.118303 -0.940983 0.253 0.200 0.080
H 4.341147 -2.122013 -0.243473 -0.775 0.012 0.424
H 3.243837 0.118687 0.120837 -0.353 0.422 -0.072
H 2.076877 -0.289313 -1.879483 -1.075 0.258 0.287
C -1.802563 -2.746853 -2.623443 -0.852 -0.247 2.119
C -1.477113 -3.697363 -1.421733 0.358 -2.290 -3.435
O -1.783243 -3.284593 -0.161083 -0.966 0.915 1.428
O -1.372363 -1.468403 -2.191193 1.465 -0.887 -0.014
H -2.886013 -2.700593 -2.733373 -0.096 -0.179 -0.284
H -1.337823 -3.127393 -3.533013 0.203 0.178 0.065
H -0.430993 -4.000143 -1.467013 0.303 0.184 -0.154
H -2.055083 -4.618653 -1.494443 0.049 -0.220 -1.091
H -1.930623 -4.089243 0.341337 -0.138 -0.018 0.936
H -1.766283 -0.742273 -2.680243 -0.685 0.512 -0.498
C 1.943607 3.146957 0.729817 -2.244 -0.744 1.198
C 2.104097 2.877597 -0.747693 0.922 -1.291 0.020
O 1.961307 1.455017 -1.092173 1.202 2.068 0.312
O 0.551937 2.969707 1.198037 0.292 0.476 -0.839
H 2.189147 4.153017 1.069877 0.432 -0.136 -0.349
H 2.359467 2.358777 1.357457 1.497 0.330 -0.398
H 3.162547 3.087037 -0.902413 -0.043 0.280 -0.657
H 1.427407 3.446727 -1.385103 0.133 0.236 0.127
H 1.161387 1.159707 -0.651133 -1.119 -1.002 0.151
H 0.405707 2.073987 0.885137 -0.449 -0.146 0.291
C 1.440697 -2.264473 1.480817 -0.493 -0.287 0.254
C 0.348617 -2.410433 2.559247 0.748 -0.616 -0.187
O -0.778373 -1.592503 2.248927 1.371 -0.576 -0.286
O 0.830287 -2.415073 0.215717 -0.604 -0.423 -0.201
H 2.189337 -3.055633 1.522167 0.057 -0.072 0.716
H 1.959047 -1.308443 1.554457 -0.166 0.217 0.054
H 0.854287 -2.261593 3.513317 -0.269 0.911 0.253
H 0.026917 -3.444903 2.679617 -0.103 -0.313 -0.589
H -1.256473 -1.343383 3.043257 -0.327 0.562 0.429
H 1.499017 -2.356223 -0.470533 0.293 0.552 -0.544
```
Positions in Å, forces in eV/Å.